Density functional theory data (ωB97M-V/def2-TZVPD) for C51H53FN3O3ReS2Sb as an isolated structure in a non-equilibrium geometry.

Each line ends with the Mulliken spin population.
Positions of all 115 atoms, in Å:
1 Re 0.8076 1.8428 0.5746  2.587
2 Sb 2.8612 -2.4011 -0.1826  0.022
3 S 1.8606 -0.3155 -0.0907  0.085
4 S 1.1542 1.2669 2.8867  0.029
5 F 2.1595 3.6126 -5.8548  0.000
6 O -2.5286 -0.3856 -0.2255  0.010
7 O 0.6758 1.9837 -1.4396  0.060
8 O -1.0943 1.0910 0.5474  0.065
9 N -0.6795 -0.6003 3.4856  0.000
10 N -2.2065 0.7802 -4.0986  0.009
11 N -1.4437 1.5551 3.3862  -0.001
12 C 1.8672 -4.5896 1.7821  -0.002
13 C 6.9132 -1.0228 0.3401  0.001
14 C 5.6291 -1.2743 -0.1161  0.002
15 C 1.6918 -2.6300 -2.9825  0.001
16 C -5.1698 -0.7090 4.4004  0.000
17 C 0.0976 4.8807 -0.0240  -0.036
18 C -1.0806 6.2536 1.6383  0.085
19 C 0.0531 2.6781 -6.3075  0.000
20 C 4.0707 -3.2460 -4.2911  0.001
21 C -3.8700 -1.0096 -4.6291  0.000
22 C 2.8789 -2.7618 -2.2727  0.002
23 C 0.9010 -5.3387 2.4394  0.000
24 C -0.1047 1.8826 -3.6501  -0.031
25 C -2.2886 0.4741 -2.8111  0.002
26 C -0.0399 -2.3509 5.8234  0.000
27 C 5.3445 -2.9414 1.6193  -0.001
28 C -2.8519 1.1937 3.5336  0.007
29 C -4.7325 0.5693 5.1148  0.000
30 C 0.2938 -1.6825 3.3722  -0.003
31 C -0.6863 6.0279 0.3024  -0.020
32 C -0.9467 -3.5398 5.5104  0.000
33 C -1.1289 1.5348 -4.5528  0.001
34 C 1.0243 2.5774 -4.1037  0.010
35 C 0.4216 5.8417 -2.2404  0.031
36 C -0.4626 0.6838 3.2685  0.058
37 C -0.4413 -5.1741 2.1290  0.000
38 C 2.8899 -3.1238 -5.0081  0.000
39 C 1.0871 2.9538 -5.4146  0.001
40 C 0.6912 4.8747 -1.3059  -0.019
41 C -1.6844 0.4553 -0.4444  0.045
42 C -2.7634 0.3044 -6.4495  0.001
43 C -0.6795 5.3919 2.6220  -0.030
44 C -0.8263 -4.2598 1.1562  0.003
45 C 4.8561 -2.2318 0.5314  -0.001
46 C -0.4633 6.8906 -1.9488  -0.017
47 C -3.2939 0.3480 -5.0242  -0.002
48 C 0.3211 3.8542 0.9785  -0.113
49 C -0.9897 6.9861 -0.6915  0.028
50 C -1.3740 0.8566 -1.8532  -0.020
51 C -2.1718 1.6499 -6.8387  0.001
52 C 6.6324 -2.6799 2.0649  0.000
53 C 4.0710 -3.0675 -2.9145  0.001
54 C -0.0044 4.2135 2.2901  0.119
55 C 1.4716 -3.6752 0.8147  0.003
56 C -3.2385 0.8643 4.9763  0.000
57 C -0.2358 1.5835 -2.2418  0.028
58 C 0.1304 -3.5038 0.4959  0.002
59 C -1.0541 1.9768 -5.8901  0.001
60 C 0.9545 -2.0211 4.7082  0.000
61 C 7.4102 -1.7203 1.4333  0.000
62 C 1.7025 -2.8176 -4.3553  0.002
63 H -1.6266 7.8209 -0.4261  0.000
64 H 0.2665 3.5602 3.1077  0.004
65 H 8.4083 -1.5130 1.7951  0.000
66 H -1.1893 -5.7624 2.6437  0.000
67 H -6.2205 -0.9111 4.6041  0.000
68 H 4.9925 -3.1742 -2.3542  0.000
69 H -0.2342 -2.5500 2.9771  0.008
70 H 1.4267 4.1235 -1.5306  -0.007
71 H -5.3052 1.4182 4.7326  0.000
72 H -4.9627 0.4778 6.1769  0.000
73 H -1.6433 7.1458 1.8833  0.003
74 H 1.6150 -2.8759 4.5358  0.000
75 H 0.7811 -2.7245 -4.9157  0.000
76 H 0.5274 -2.5646 6.7303  0.000
77 H -0.1795 -2.7733 -0.2420  0.004
78 H -4.5927 -1.5679 4.7524  0.000
79 H -3.0671 0.3595 2.8597  -0.003
80 H -2.9399 2.4271 -6.7857  0.000
81 H -1.8037 1.6359 -7.8635  0.000
82 H -0.3547 -4.4295 5.2875  0.000
83 H -0.6828 7.6394 -2.6977  -0.001
84 H 2.9116 -4.7370 2.0233  0.001
85 H -1.5815 -3.7648 6.3667  0.000
86 H -3.4368 2.0447 3.1876  0.000
87 H 0.9174 5.8143 -3.2028  0.001
88 H -2.9709 1.7106 5.6121  0.000
89 H -4.4633 -1.3879 -5.4591  0.000
90 H -1.6121 -0.8705 3.7638  0.001
91 H -1.2214 2.5128 3.1622  -0.002
92 H 1.0530 -1.3832 2.6531  -0.007
93 H 7.5196 -0.2772 -0.1564  0.000
94 H 4.9958 -3.4796 -4.8009  0.000
95 H -4.0807 1.1051 -4.9619  0.000
96 H -0.6487 -1.4677 6.0400  0.000
97 H 0.7680 -2.3784 -2.4748  -0.002
98 H -1.6014 -3.3464 4.6563  0.000
99 H 0.1330 3.0200 -7.3314  0.000
100 H -1.8714 -4.1263 0.9098  0.000
101 H 4.7508 -3.6967 2.1162  0.000
102 H -0.9000 5.6052 3.6599  0.001
103 H 1.2009 -6.0519 3.1961  0.000
104 H 1.8310 2.8086 -3.4241  -0.016
105 H -4.5290 -0.9605 -3.7638  0.000
106 H 2.8938 -3.2704 -6.0799  0.000
107 H 7.0251 -3.2264 2.9118  0.000
108 H -2.6714 0.0002 5.3397  0.000
109 H -3.1323 -0.1148 -2.4818  0.001
110 H -5.0553 -0.6322 3.3178  0.000
111 H -3.5773 0.0315 -7.1185  0.000
112 H 1.5785 -1.1784 5.0171  0.002
113 H -3.0704 -1.7257 -4.4308  0.000
114 H -1.9941 -0.4700 -6.5234  0.000
115 H 5.2361 -0.7289 -0.9671  0.004

The multiplicity is 4. The molar mass comes out at 1147.1 g mol⁻¹. As for the net charge: +2. The calculated total energy is -3579.51838 Ha. As for the HOMO-LUMO gap (spin up / spin down): 5.8 / 6.5 eV. The HOMO energy (spin up / spin down) comes out at -12.09 / -12.41 eV.


Density functional theory data (ωB97M-V/def2-TZVPD) for one molecule with the formula C3H7NO2.

Each line ends with the Mulliken charge.
Positions of all 13 atoms, in Å:
1 O 0.0270 -0.5004 -1.8765  -0.552
2 O 0.6741 -0.7760 0.3289  -0.494
3 N -1.6553 -0.8537 -0.4095  -0.641
4 C 1.0171 0.5623 0.7359  -0.336
5 C -0.3677 -0.2873 -0.5576  0.941
6 C -0.1911 1.1375 -0.0052  -0.706
7 H -1.9451 -0.8327 0.5614  0.240
8 H -1.0140 1.4406 0.6458  0.242
9 H -1.6596 -1.8120 -0.7442  0.248
10 H 1.9935 0.8680 0.3392  0.235
11 H 0.9772 -0.6733 -1.8371  0.339
12 H -0.0173 1.8995 -0.7655  0.231
13 H 1.0245 0.6655 1.8260  0.253

The molar mass comes out at 89.1 g mol⁻¹. As for the net charge: 0. The SMILES is N[C@@]1(O)CCO1. The calculated total energy is -323.72286 Ha. Its relative energy (zero: lowest compared OMol25 entry of this formula, charge and spin) is 1.581 eV. As for the HOMO-LUMO gap: 10.8 eV. The HOMO energy comes out at -9.83 eV.


Density functional theory data (ωB97M-V/def2-TZVPD) for C27H48BCuN6O7P2 as an isolated structure.

Each line ends with the Mulliken spin population.
Positions of all 92 atoms, in Å:
1 Cu -1.0127 -1.1233 -0.3703  0.803
2 P -3.6534 -1.4393 -1.9752  0.006
3 P -2.5131 -3.8894 -1.0152  0.013
4 O -2.8014 -0.5897 -0.9841  0.072
5 O -2.3404 -4.5243 -2.4986  0.001
6 O -1.2868 -2.9986 -0.8499  0.013
7 O -3.7808 -2.9190 -1.1465  -0.004
8 O -2.6984 -0.6975 -5.0529  0.000
9 O -5.2091 -0.9914 -1.7013  0.006
10 O -2.7818 -4.9569 -0.0314  0.002
11 N -0.5691 1.2821 1.1156  -0.010
12 N 0.7982 1.1931 -1.1150  -0.005
13 N 0.8989 -1.3852 0.4611  0.056
14 N -1.2639 0.1177 1.3163  0.032
15 N 1.4724 -0.2052 0.8911  -0.002
16 N 0.0492 0.2503 -1.7615  0.016
17 C 0.2486 0.4134 -3.0586  -0.001
18 C -2.7795 -2.0780 2.3463  -0.006
19 C -2.2609 1.7404 2.4594  0.003
20 C 1.1365 1.4730 -3.2725  0.001
21 C 1.3899 -3.8621 0.8331  -0.002
22 C 3.8079 2.3068 -1.0900  0.000
23 C -1.8358 0.1610 -4.3272  0.000
24 C 4.8387 0.4604 1.7864  0.000
25 C 1.5046 1.9202 -2.0225  0.001
26 C 3.4700 0.4096 2.4781  -0.001
27 C -2.2674 0.3787 2.1306  0.000
28 C -0.8909 3.7586 1.7161  0.000
29 C -3.2638 -0.6512 2.5825  0.002
30 C -1.0255 4.2317 0.2641  0.000
31 C 1.6002 -2.3799 0.9982  0.010
32 C -4.6173 -0.3989 1.9060  0.001
33 C -1.1829 2.2855 1.7951  0.001
34 C 1.3317 -4.2808 -0.6384  -0.001
35 C 2.5074 -0.4815 1.7204  -0.003
36 C 2.9974 1.7948 2.9065  0.000
37 C 0.2284 -4.4181 1.6620  0.001
38 C 2.6304 -1.8521 1.7762  0.007
39 C 0.3980 4.2155 2.4007  0.000
40 C 2.6139 2.9251 -1.8140  0.000
41 C -0.4002 -1.9036 -3.8082  -0.003
42 C 2.2359 4.2618 -1.1837  0.000
43 C -0.4197 -0.4114 -4.1157  0.000
44 B 0.8484 1.1639 0.4384  -0.004
45 H 1.2814 -5.3705 -0.7094  0.000
46 H 0.6299 -2.2430 -3.6714  0.000
47 H 3.0961 4.9361 -1.2262  0.000
48 H 0.2933 -5.5090 1.7020  0.000
49 H -2.2677 0.4030 -3.3517  -0.001
50 H 0.4144 3.8902 3.4428  0.000
51 H -2.7528 -5.3943 -2.4883  0.000
52 H -0.7368 -4.1628 1.2383  0.000
53 H 2.3039 -4.2890 1.2563  0.000
54 H 1.5112 1.8289 -4.2207  0.000
55 H -2.9639 2.2690 3.0858  0.000
56 H -0.7407 5.2822 0.1635  0.000
57 H -2.0563 4.1149 -0.0751  0.000
58 H -2.7214 -2.3008 1.2809  0.000
59 H -1.7084 4.2142 2.2790  0.000
60 H -0.4006 3.6374 -0.4009  0.000
61 H 3.6228 -0.1516 3.4037  0.000
62 H -1.7569 1.0928 -4.8913  0.000
63 H 1.2844 3.8176 1.9179  0.000
64 H 0.4485 -3.8649 -1.1236  -0.001
65 H -3.4740 -2.7974 2.7831  0.000
66 H -4.4608 -0.3728 0.8269  0.000
67 H 1.9519 4.1478 -0.1402  0.000
68 H -0.9399 -2.1475 -2.8981  -0.003
69 H -5.3269 -1.1930 2.1530  0.000
70 H -3.0529 -1.3265 -4.4043  0.000
71 H 4.6581 2.9944 -1.0911  0.000
72 H 0.4609 5.3071 2.3826  0.000
73 H -3.3873 -0.4952 3.6590  0.000
74 H 0.2726 -4.0398 2.6868  0.000
75 H 3.3607 -2.4101 2.3434  0.001
76 H 3.6433 2.1560 3.7111  0.000
77 H -5.4419 -1.1051 -0.7681  -0.001
78 H 3.0513 2.5193 2.0955  0.000
79 H 2.2220 -3.9420 -1.1748  0.000
80 H 5.2614 -0.5410 1.6999  0.000
81 H -5.0434 0.5593 2.2106  0.000
82 H 5.5324 1.0816 2.3596  0.000
83 H -0.8465 -2.4684 -4.6257  0.000
84 H 0.1478 -0.2558 -5.0386  0.000
85 H 4.7612 0.8714 0.7811  0.000
86 H 1.4074 4.7335 -1.7133  0.000
87 H -1.7887 -2.2400 2.7787  0.001
88 H 1.9698 1.7743 3.2730  0.000
89 H 4.1151 1.3701 -1.5593  0.000
90 H 1.5394 2.0672 0.7962  0.000
91 H 2.9307 3.1479 -2.8356  0.000
92 H 3.5438 2.0979 -0.0547  0.000

The multiplicity is 2. The molar mass comes out at 705.0 g mol⁻¹. As for the net charge: -1. The calculated total energy is -4261.35577 Ha. Its relative energy (zero: lowest compared OMol25 entry of this formula, charge and spin) is 0.755 eV. As for the HOMO-LUMO gap (spin up / spin down): 8.0 / 8.0 eV. The HOMO energy (spin up / spin down) comes out at -5.52 / -5.49 eV.


Density functional theory data (ωB97M-V/def2-TZVPD) for C14H19Cl5MoN4O4S3 as an isolated structure.

Each line ends with the Mulliken spin population.
Positions of all 50 atoms, in Å:
1 Mo 2.2014 0.6064 1.8608  2.247
2 Cl -0.3865 5.1757 3.6468  0.004
3 Cl 1.6264 -0.7455 4.0002  -0.008
4 Cl 2.3971 5.9554 3.2884  0.005
5 Cl 1.5769 4.5501 5.7058  0.005
6 Cl 3.4599 1.0962 5.4814  -0.001
7 S -0.2232 0.1814 1.6037  -0.020
8 S 4.1588 -1.1378 0.6296  0.034
9 S 4.4281 0.3287 2.1887  -0.336
10 O 1.5831 -0.0097 -2.4080  0.001
11 O 4.7742 -2.3482 1.0139  0.016
12 O 4.4575 -0.4687 -0.5915  0.012
13 O 2.6306 -1.1653 0.8658  0.003
14 N 2.3208 1.6043 -0.0599  -0.027
15 N 0.3802 -0.9687 -0.7518  0.004
16 N 1.7893 2.4829 2.8168  -0.117
17 N -1.7115 -0.0199 -0.5859  0.002
18 C 1.5718 3.4845 3.3269  0.141
19 C -1.0885 -1.4054 -5.3988  0.000
20 C -0.2828 -1.3007 -3.1391  0.000
21 C -0.5556 -0.3151 -0.0462  0.010
22 C -0.2510 -0.8365 -4.4589  0.000
23 C -1.9658 -2.9157 -3.7251  0.000
24 C 1.2922 4.7710 3.9820  0.000
25 C -2.8397 0.7121 0.0160  0.002
26 C -4.1505 0.1383 -0.5007  0.000
27 C -4.3768 -1.3080 -0.0789  0.000
28 C 0.6233 -0.7007 -2.1719  0.002
29 C 2.7026 -0.4702 5.4662  0.006
30 C -1.1373 -2.3488 -2.7738  0.000
31 C -1.9428 -2.4402 -5.0316  0.000
32 H -4.3732 -1.4060 1.0082  0.000
33 H 0.4297 -0.0398 -4.7272  0.000
34 H 1.2420 -1.1746 -0.2513  -0.004
35 H -2.7747 0.6115 1.0977  0.002
36 H -2.7428 1.7683 -0.2410  0.001
37 H 3.2067 2.1000 -0.1680  0.006
38 H -4.1807 0.2351 -1.5911  0.000
39 H -3.6095 -1.9756 -0.4789  0.000
40 H -1.8786 -0.3852 -1.5203  0.000
41 H -1.0745 -1.0521 -6.4206  0.000
42 H 3.4404 -1.2627 5.4335  0.000
43 H 2.2758 0.9359 -0.8499  0.003
44 H 1.5754 2.2845 -0.2052  0.006
45 H -1.1227 -2.7381 -1.7626  0.000
46 H -4.9532 0.7739 -0.1251  0.000
47 H -2.5904 -2.8873 -5.7742  0.000
48 H -2.6151 -3.7381 -3.4576  0.000
49 H 2.0214 -0.5641 6.3032  -0.001
50 H -5.3383 -1.6677 -0.4407  0.000

The multiplicity is 3. The molar mass comes out at 676.7 g mol⁻¹. As for the net charge: +2. The calculated total energy is -4628.08443 Ha. Its relative energy (zero: lowest compared OMol25 entry of this formula, charge and spin) is 0.000 eV. As for the HOMO-LUMO gap (spin up / spin down): 5.9 / 6.7 eV. The HOMO energy (spin up / spin down) comes out at -14.87 / -14.87 eV.